1.
{"formula": "C21H66B4N9O8P3Si", "method": "wB97M-V/def2-TZVPD", "e_homo_ev": -7.9, "orbital_gap_ha": 0.2761, "e_tot_ha": -3347.4914, "species": ["C", "Si", "C", "C", "B", "O", "B", "O", "B", "B", "O", "O", "O", "H", "H", "H", "H", "H", "H", "H", "H", "H", "H", "H", "H", "O", "P", "N", "C", "C", "N", "C", "C", "N", "C", "C", "H", "H", "H", "H", "H", "H", "H", "H", "H", "H", "H", "H", "H", "H", "H", "H", "H", "H", "O", "P", "N", "C", "C", "N", "C", "C", "N", "C", "C", "H", "H", "H", "H", "H", "H", "H", "H", "H", "H", "H", "H", "H", "H", "H", "H", "H", "H", "O", "P", "N", "C", "C", "N", "C", "C", "N", "C", "C", "H", "H", "H", "H", "H", "H", "H", "H", "H", "H", "H", "H", "H", "H", "H", "H", "H", "H"], "coordinates": [[-8.863, 0.308, -1.255], [-8.947, -1.218, -0.074], [-10.203, -0.796, 1.294], [-9.615, -2.736, -1.052], [-7.129, -1.580, 0.551], [-6.522, -1.087, 1.734], [-5.108, -1.029, 1.479], [-4.738, -0.581, 0.162], [-5.324, -1.450, -0.815], [-4.944, -1.296, -2.430], [-3.805, -1.996, -2.954], [-5.677, -0.462, -3.336], [-6.271, -2.403, -0.290], [-8.064, 0.166, -2.023], [-8.597, 1.199, -0.635], [-9.844, 0.426, -1.784], [-11.161, -0.501, 0.782], [-10.429, -1.627, 2.000], [-9.819, 0.089, 1.872], [-10.589, -2.464, -1.543], [-8.914, -3.003, -1.891], [-9.761, -3.638, -0.412], [-4.292, -1.349, 2.268], [-4.063, -2.906, -3.158], [-6.560, -0.835, -3.471], [2.290, -2.326, -4.477], [1.309, -1.452, -3.679], [0.585, -0.698, -5.054], [1.300, 0.247, -5.889], [-0.155, -1.637, -5.890], [2.487, -0.511, -2.878], [2.633, 0.923, -2.967], [3.792, -1.125, -2.642], [0.123, -0.636, -2.617], [-0.283, -1.536, -1.522], [-1.047, 0.111, -3.064], [0.648, 0.621, -6.685], [2.194, -0.190, -6.352], [1.587, 1.138, -5.335], [-0.812, -2.259, -5.269], [0.513, -2.303, -6.447], [-0.798, -1.109, -6.599], [3.236, 1.219, -3.832], [3.131, 1.309, -2.071], [1.673, 1.439, -3.012], [4.425, -1.080, -3.538], [3.682, -2.169, -2.352], [4.319, -0.630, -1.823], [-0.942, -2.331, -1.884], [-0.794, -0.990, -0.724], [0.599, -2.005, -1.072], [-1.767, -0.516, -3.597], [-0.768, 0.956, -3.693], [-1.564, 0.553, -2.203], [0.187, 2.215, 2.901], [-0.784, 3.019, 2.021], [0.403, 3.554, 0.888], [1.437, 4.510, 1.234], [0.978, 2.458, 0.116], [-1.215, 4.168, 3.211], [-1.020, 5.599, 3.129], [-1.144, 3.741, 4.605], [-2.065, 3.755, 1.012], [-3.268, 2.902, 1.016], [-1.881, 4.300, -0.328], [2.062, 4.726, 0.363], [2.086, 4.155, 2.045], [1.018, 5.475, 1.511], [0.182, 1.812, -0.275], [1.649, 1.840, 0.721], [1.531, 2.832, -0.750], [-0.016, 5.888, 3.458], [-1.739, 6.120, 3.772], [-1.189, 5.989, 2.126], [-0.117, 3.788, 4.987], [-1.504, 2.718, 4.716], [-1.777, 4.366, 5.240], [-3.118, 1.999, 0.416], [-4.139, 3.439, 0.633], [-3.509, 2.593, 2.039], [-1.571, 3.543, -1.054], [-1.163, 5.119, -0.331], [-2.822, 4.737, -0.682], [5.681, -1.841, 0.372], [6.452, -1.982, 1.694], [5.779, -3.510, 2.130], [4.388, -3.667, 2.514], [6.164, -4.581, 1.217], [5.739, -0.641, 2.475], [4.969, -0.672, 3.701], [5.268, 0.450, 1.627], [7.549, -2.074, 3.104], [8.869, -1.516, 2.758], [7.742, -3.242, 3.955], [4.181, -4.709, 2.775], [3.695, -3.365, 1.719], [4.155, -3.110, 3.419], [7.246, -4.556, 1.039], [5.660, -4.493, 0.248], [5.937, -5.562, 1.642], [3.916, -0.904, 3.509], [5.006, 0.302, 4.200], [5.362, -1.386, 4.425], [4.283, 0.227, 1.197], [5.964, 0.635, 0.810], [5.193, 1.383, 2.192], [9.426, -2.192, 2.102], [9.466, -1.320, 3.652], [8.751, -0.560, 2.238], [8.165, -4.094, 3.414], [6.813, -3.545, 4.435], [8.426, -2.994, 4.774]]}

---

2.
{"formula": "H2NO3S", "method": "wB97M-V/def2-TZVPD", "total_charge": -1, "e_homo_ev": -3.5, "orbital_gap_ha": 0.2859, "e_tot_ha": -679.8253, "species": ["N", "O", "O", "O", "S", "H", "H"], "coordinates": [[-0.178, 0.800, -0.351], [-2.897, 0.661, -0.274], [-1.708, -1.482, -0.364], [0.831, -0.505, -0.211], [-1.829, -0.165, 0.307], [0.295, 1.474, 0.245], [0.366, -1.010, -0.836]]}

---

3.
{"formula": "C45H47ClN8O5PSSr", "method": "wB97M-V/def2-TZVPD", "total_charge": -1, "e_homo_ev": -4.7, "orbital_gap_ha": 0.2548, "e_tot_ha": -3787.6166, "species": ["Sr", "O", "Cl", "O", "O", "O", "C", "C", "C", "C", "C", "C", "C", "C", "N", "C", "C", "C", "C", "N", "C", "C", "C", "C", "C", "C", "C", "C", "H", "H", "H", "H", "H", "H", "H", "H", "H", "H", "H", "H", "H", "H", "H", "H", "H", "H", "H", "H", "H", "H", "H", "H", "O", "N", "C", "C", "C", "C", "C", "S", "H", "H", "H", "H", "N", "C", "N", "N", "C", "N", "H", "H", "H", "H", "N", "P", "C", "C", "C", "C", "C", "C", "C", "C", "C", "C", "C", "C", "C", "C", "C", "C", "C", "C", "H", "H", "H", "H", "H", "H", "H", "H", "H", "H", "H", "H", "H", "H", "H"], "coordinates": [[-0.021, -0.581, -0.075], [2.079, -2.181, -0.957], [2.025, -2.943, 0.298], [3.337, -3.157, 0.824], [1.326, -4.177, 0.112], [1.266, -2.070, 1.228], [-1.968, -2.963, 2.162], [-2.077, -3.326, 3.618], [-3.096, -4.153, 4.083], [-3.175, -4.525, 5.417], [-2.210, -4.078, 6.310], [-1.169, -3.259, 5.884], [-0.110, -2.783, 6.842], [-1.127, -2.877, 4.538], [-0.023, -2.084, 4.115], [-0.202, -0.849, 3.886], [-1.485, -0.075, 3.991], [1.020, -0.005, 3.582], [2.186, -0.182, 4.515], [0.909, 0.848, 2.643], [1.931, 1.845, 2.494], [3.080, 1.647, 1.724], [3.318, 0.372, 0.962], [3.994, 2.696, 1.627], [3.776, 3.912, 2.255], [2.615, 4.096, 2.993], [1.680, 3.074, 3.117], [0.427, 3.283, 3.927], [-2.781, -3.402, 1.583], [-1.028, -3.330, 1.746], [-1.993, -1.883, 1.973], [-3.836, -4.506, 3.372], [-3.980, -5.166, 5.759], [-2.250, -4.374, 7.355], [-0.172, -3.330, 7.785], [-0.216, -1.715, 7.065], [0.890, -2.915, 6.419], [-2.261, -0.651, 4.495], [-1.825, 0.184, 2.979], [-1.312, 0.864, 4.522], [2.782, -1.027, 4.149], [1.839, -0.446, 5.515], [2.817, 0.706, 4.550], [3.219, -0.525, 1.571], [4.308, 0.379, 0.508], [2.605, 0.317, 0.132], [4.889, 2.542, 1.031], [4.498, 4.715, 2.162], [2.417, 5.048, 3.478], [0.275, 4.344, 4.127], [0.478, 2.765, 4.893], [-0.454, 2.891, 3.412], [-1.969, 0.337, 0.755], [-2.549, 1.406, 0.213], [-1.999, 2.607, 0.547], [-2.479, 3.784, 0.061], [-3.564, 3.731, -0.827], [-4.102, 2.518, -1.160], [-3.616, 1.288, -0.640], [-4.327, -0.219, -1.017], [-1.144, 2.512, 1.198], [-1.998, 4.710, 0.347], [-3.974, 4.639, -1.253], [-4.935, 2.441, -1.844], [-4.009, -3.054, -2.338], [-3.323, -4.152, -2.618], [-3.884, -5.034, -3.497], [-2.139, -4.478, -2.121], [-1.600, -3.481, -1.426], [-1.209, -2.537, -0.869], [-4.810, -2.800, -2.886], [-3.642, -2.320, -1.722], [-4.883, -5.031, -3.592], [-3.438, -5.932, -3.525], [0.177, 1.249, -1.557], [0.756, 1.152, -2.965], [2.583, 0.977, -3.102], [3.326, 1.846, -2.296], [4.712, 1.807, -2.296], [5.383, 0.884, -3.094], [4.658, 0.016, -3.897], [3.266, 0.069, -3.905], [0.524, 2.664, -3.998], [-0.252, 3.672, -3.436], [-0.466, 4.863, -4.126], [0.099, 5.050, -5.382], [0.880, 4.045, -5.949], [1.091, 2.859, -5.257], [0.068, -0.164, -4.050], [0.450, -1.498, -3.887], [-0.207, -2.518, -4.567], [-1.275, -2.220, -5.404], [-1.686, -0.900, -5.551], [-1.021, 0.117, -4.877], [2.802, 2.543, -1.650], [5.269, 2.493, -1.667], [6.466, 0.840, -3.086], [5.172, -0.710, -4.518], [2.718, -0.606, -4.554], [-0.678, 3.494, -2.449], [-1.075, 5.644, -3.682], [-0.065, 5.978, -5.919], [1.324, 4.191, -6.928], [1.704, 2.078, -5.701], [1.252, -1.761, -3.206], [0.107, -3.546, -4.422], [-1.794, -3.017, -5.928], [-2.533, -0.658, -6.185], [-1.356, 1.140, -4.994]]}

---

4.
{"formula": "C50H67BaN8O9P2S2SeSi2", "method": "wB97M-V/def2-TZVPD", "total_charge": -2, "multiplicity": 2, "e_homo_ev": [-0.2, -2.6], "orbital_gap_ha": [0.1029, 0.1906], "e_tot_ha": -7545.9754, "species": ["Ba", "C", "N", "C", "C", "C", "C", "C", "C", "N", "C", "C", "C", "C", "C", "C", "N", "C", "C", "C", "C", "C", "N", "H", "H", "H", "H", "H", "H", "H", "H", "H", "H", "H", "H", "H", "H", "H", "H", "H", "H", "C", "Si", "C", "C", "C", "C", "C", "C", "C", "C", "N", "Si", "C", "C", "C", "H", "H", "H", "H", "H", "H", "H", "H", "H", "H", "H", "H", "H", "H", "H", "H", "H", "H", "H", "H", "H", "H", "C", "C", "O", "P", "S", "S", "O", "C", "C", "H", "H", "H", "H", "H", "H", "H", "H", "H", "H", "Se", "N", "C", "C", "C", "C", "C", "C", "N", "H", "H", "H", "H", "C", "O", "P", "O", "C", "O", "C", "H", "H", "H", "H", "H", "H", "H", "H", "H", "O", "C", "O", "C", "C", "C", "C", "C", "C", "N", "O", "O", "H", "H", "H", "H"], "coordinates": [[-0.209, -0.395, 0.396], [4.063, -3.057, 0.338], [3.488, -2.049, -0.555], [3.158, -2.592, -1.859], [2.823, -1.516, -2.858], [3.537, -1.420, -4.048], [3.211, -0.426, -4.959], [2.192, 0.452, -4.641], [1.543, 0.295, -3.423], [1.838, -0.666, -2.554], [4.284, -0.834, -0.573], [4.320, -0.232, 0.807], [5.519, 0.097, 1.426], [5.487, 0.596, 2.721], [4.266, 0.719, 3.360], [3.113, 0.369, 2.664], [3.136, -0.076, 1.410], [3.086, -3.833, 1.192], [2.957, -5.209, 1.077], [2.129, -5.877, 1.968], [1.449, -5.152, 2.927], [1.628, -3.773, 2.960], [2.435, -3.133, 2.121], [4.713, -2.540, 1.043], [4.683, -3.772, -0.227], [2.287, -3.239, -1.737], [3.982, -3.202, -2.271], [4.343, -2.112, -4.255], [3.748, -0.340, -5.896], [1.914, 1.261, -5.306], [0.752, 0.976, -3.133], [3.808, -0.094, -1.215], [5.308, -1.018, -0.943], [6.459, -0.045, 0.906], [6.406, 0.870, 3.225], [4.204, 1.081, 4.378], [2.131, 0.404, 3.130], [3.491, -5.745, 0.302], [2.009, -6.952, 1.905], [0.783, -5.633, 3.629], [1.113, -3.153, 3.686], [-3.860, 2.624, -0.399], [-4.043, 0.942, -1.252], [-5.495, 1.268, -2.461], [-4.719, -0.306, -0.003], [-2.446, 0.418, -2.019], [-1.548, 1.575, -2.200], [-1.727, 2.529, -3.232], [-0.896, 3.624, -3.337], [0.144, 3.777, -2.421], [0.281, 2.812, -1.444], [-0.534, 1.755, -1.325], [-2.657, -0.691, -3.480], [-3.982, -1.997, -3.135], [-1.134, -1.687, -4.004], [-3.189, 0.108, -5.146], [-4.742, 2.873, 0.195], [-3.708, 3.420, -1.136], [-2.994, 2.628, 0.267], [-6.403, 1.562, -1.925], [-5.731, 0.386, -3.064], [-5.238, 2.078, -3.155], [-5.480, 0.141, 0.645], [-3.918, -0.686, 0.637], [-5.171, -1.160, -0.520], [-2.541, 2.383, -3.930], [-1.053, 4.360, -4.118], [0.839, 4.606, -2.472], [1.086, 2.875, -0.725], [-3.664, -2.604, -2.283], [-4.115, -2.661, -3.994], [-4.953, -1.553, -2.896], [-0.617, -2.093, -3.133], [-0.424, -1.080, -4.565], [-1.427, -2.532, -4.638], [-4.104, 0.700, -5.034], [-3.371, -0.652, -5.913], [-2.404, 0.772, -5.527], [-2.517, -7.513, 1.142], [-1.703, -6.429, 0.461], [-1.757, -5.256, 1.269], [-1.739, -3.793, 0.523], [-1.965, -2.529, 2.020], [-0.308, -3.783, -0.825], [-3.124, -3.890, -0.329], [-4.357, -4.011, 0.390], [-5.457, -4.359, -0.591], [-2.392, -8.467, 0.625], [-3.575, -7.245, 1.144], [-2.187, -7.616, 2.178], [-2.093, -6.220, -0.538], [-0.658, -6.735, 0.348], [-4.572, -3.071, 0.899], [-4.259, -4.791, 1.151], [-5.531, -3.591, -1.361], [-6.409, -4.425, -0.059], [-5.256, -5.315, -1.079], [4.350, 3.515, 1.089], [3.777, 2.816, -0.412], [4.648, 3.137, -1.362], [4.529, 2.759, -2.722], [5.481, 3.167, -3.608], [6.583, 3.964, -3.195], [6.736, 4.342, -1.893], [5.774, 3.929, -0.936], [5.809, 4.220, 0.358], [3.683, 2.165, -3.032], [5.393, 2.878, -4.649], [7.316, 4.278, -3.928], [7.573, 4.951, -1.576], [1.699, 3.027, 4.573], [2.059, 3.501, 3.269], [1.053, 3.339, 1.976], [1.727, 4.583, 1.103], [1.935, 5.887, 1.629], [-0.180, 4.146, 2.693], [-1.331, 4.477, 1.918], [0.791, 3.519, 4.923], [2.528, 3.283, 5.234], [1.534, 1.949, 4.588], [1.276, 6.590, 1.117], [2.977, 6.171, 1.451], [1.737, 5.922, 2.701], [-2.223, 4.168, 2.459], [-1.316, 3.984, 0.940], [-1.359, 5.558, 1.760], [0.190, -0.011, 4.173], [-0.628, 0.571, 3.436], [-0.369, 0.912, 2.211], [-1.965, 0.962, 3.977], [-2.244, 0.816, 5.343], [-3.429, 1.268, 5.880], [-4.380, 1.900, 5.051], [-4.128, 2.010, 3.666], [-2.942, 1.535, 3.149], [-5.551, 2.415, 5.594], [-6.373, 3.028, 4.828], [-5.769, 2.267, 6.848], [-1.495, 0.345, 5.969], [-3.651, 1.168, 6.932], [-4.876, 2.479, 3.043], [-2.738, 1.600, 2.089]]}

---

5.
{"formula": "C29H62O20PS", "method": "wB97M-V/def2-TZVPD", "total_charge": -1, "e_homo_ev": -4.2, "orbital_gap_ha": 0.2311, "e_tot_ha": -3386.5527, "species": ["C", "C", "S", "C", "C", "C", "O", "P", "O", "H", "H", "H", "H", "H", "H", "H", "H", "H", "H", "H", "H", "H", "H", "C", "C", "O", "C", "O", "O", "C", "H", "H", "H", "H", "H", "H", "H", "H", "C", "C", "O", "C", "O", "O", "C", "H", "H", "H", "H", "H", "H", "H", "H", "C", "C", "O", "C", "O", "O", "C", "H", "H", "H", "H", "H", "H", "H", "H", "C", "C", "O", "C", "O", "O", "C", "H", "H", "H", "H", "H", "H", "H", "H", "C", "C", "O", "C", "O", "O", "C", "H", "H", "H", "H", "H", "H", "H", "H", "C", "C", "O", "C", "O", "O", "C", "H", "H", "H", "H", "H", "H", "H", "H"], "coordinates": [[-0.448, 2.431, -2.161], [0.960, 1.776, -2.345], [1.653, 2.125, -4.011], [3.115, 1.035, -4.282], [3.831, 0.498, -3.008], [3.355, -0.876, -2.384], [3.977, -0.999, -1.109], [3.722, 0.589, -0.382], [4.036, 1.379, -1.929], [-0.569, 2.561, -1.068], [-1.253, 1.783, -2.539], [-0.460, 3.448, -2.590], [1.613, 2.214, -1.573], [0.932, 0.683, -2.223], [3.828, 1.595, -4.910], [2.807, 0.148, -4.874], [4.856, 0.260, -3.387], [2.272, -1.101, -2.425], [3.914, -1.626, -2.982], [3.432, 0.025, 0.947], [2.320, 0.322, -0.652], [3.389, 1.920, 0.092], [5.067, 0.734, 0.122], [3.775, -2.494, 7.109], [2.357, -2.722, 6.612], [2.115, -2.112, 5.330], [2.583, -2.798, 4.281], [3.170, -3.844, 4.331], [2.296, -2.107, 3.182], [2.808, -2.686, 1.973], [4.021, -1.436, 7.116], [3.893, -2.888, 8.119], [4.500, -2.987, 6.460], [1.650, -2.260, 7.302], [2.124, -3.786, 6.570], [2.508, -3.730, 1.876], [3.892, -2.596, 1.947], [2.396, -2.125, 1.137], [-0.052, -0.424, 2.498], [-0.640, -0.723, 3.860], [-1.527, 0.327, 4.289], [-2.746, 0.293, 3.765], [-3.168, -0.528, 2.995], [-3.425, 1.347, 4.229], [-4.736, 1.476, 3.685], [0.420, 0.560, 2.491], [0.682, -1.164, 2.228], [-0.826, -0.413, 1.728], [0.156, -0.769, 4.600], [-1.152, -1.687, 3.875], [-5.305, 0.554, 3.799], [-4.680, 1.760, 2.634], [-5.240, 2.267, 4.236], [-4.990, -2.741, 3.994], [-4.765, -3.856, 2.995], [-4.667, -5.131, 3.650], [-5.825, -5.684, 3.997], [-6.919, -5.230, 3.800], [-5.561, -6.837, 4.619], [-6.720, -7.505, 5.110], [-4.223, -2.763, 4.770], [-4.963, -1.775, 3.499], [-5.956, -2.849, 4.493], [-3.816, -3.702, 2.482], [-5.546, -3.876, 2.233], [-7.464, -7.634, 4.325], [-7.144, -6.952, 5.948], [-6.406, -8.486, 5.459], [7.389, 4.183, 5.229], [7.782, 2.805, 5.719], [6.654, 2.103, 6.250], [5.854, 1.551, 5.332], [6.014, 1.585, 4.147], [4.838, 0.967, 5.970], [3.853, 0.390, 5.102], [6.873, 4.736, 6.016], [8.269, 4.747, 4.917], [6.706, 4.117, 4.381], [8.498, 2.894, 6.537], [8.261, 2.221, 4.932], [4.307, -0.285, 4.378], [3.297, 1.177, 4.591], [3.170, -0.172, 5.718], [0.030, 4.328, -7.849], [-0.534, 4.028, -6.475], [-1.435, 5.066, -6.053], [-2.658, 5.005, -6.567], [-3.072, 4.169, -7.326], [-3.352, 6.050, -6.107], [-4.669, 6.146, -6.641], [0.481, 5.322, -7.869], [0.786, 3.591, -8.122], [-0.753, 4.315, -8.609], [0.274, 4.003, -5.746], [-1.024, 3.055, -6.446], [-5.217, 5.213, -6.512], [-4.627, 6.420, -7.696], [-5.185, 6.932, -6.094], [-3.259, 1.123, -6.416], [-4.275, 0.189, -7.039], [-3.691, -0.581, -8.099], [-2.973, -1.631, -7.706], [-2.796, -1.986, -6.574], [-2.469, -2.218, -8.795], [-1.614, -3.323, -8.508], [-2.789, 1.740, -7.180], [-3.734, 1.774, -5.680], [-2.464, 0.565, -5.918], [-5.079, 0.769, -7.491], [-4.728, -0.467, -6.293], [-2.104, -4.043, -7.854], [-0.685, -2.971, -8.058], [-1.384, -3.809, -9.453]]}